DFT (the ωB97M-V functional and the def2-TZVPD basis) results for a cluster of 16 separate species, C81H200N16O5 in total.

Each line ends with the Mulliken charge.
CARTESIAN COORDINATES (ANGSTROEM)
C1 -2.33910 -0.18512 5.34422  -1.119
C2 -0.96038 -0.82310 5.08161  0.366
N1 0.11253 -0.34105 5.90747  0.334
C3 1.12429 -1.41530 6.08932  -0.168
C4 0.66547 -2.66559 6.87953  -1.223
C5 0.66437 0.90941 5.45089  0.774
C6 1.81618 1.45898 6.34249  -1.675
H1 -2.89045 -0.33816 4.40793  -0.117
H2 -2.44115 0.88933 5.62338  0.323
H3 -2.66439 -0.77047 6.24142  0.283
H4 -1.14076 -1.89653 5.34008  0.024
H5 -0.75844 -0.82380 3.96497  -0.345
H6 1.61620 -1.73433 5.14646  0.310
H7 1.97412 -1.01503 6.68584  0.230
H8 1.47654 -3.36425 6.96380  0.463
H9 0.19024 -2.25613 7.80214  0.329
H10 -0.07515 -3.25819 6.34936  0.108
H11 -0.17414 1.59584 5.42756  -0.066
H12 1.04860 0.80366 4.37332  -0.135
H13 2.02650 2.48674 5.95586  0.269
H14 2.68798 0.86762 6.39567  0.441
H15 1.36798 1.44338 7.30497  0.492
C7 -0.93867 -5.08114 3.74356  -0.130
C8 0.19880 -6.00114 4.09099  -0.662
N2 1.32991 -6.09809 3.12664  1.321
C9 2.23293 -7.18519 3.53317  -0.852
C10 1.53188 -8.58732 3.55269  -1.258
C11 2.00990 -4.78711 3.03392  0.154
C12 2.99925 -4.63082 1.92850  -1.416
H16 -1.62856 -5.08722 4.61940  0.652
H17 -1.48604 -5.33060 2.84604  -0.113
H18 -0.71659 -4.01818 3.62853  -0.390
H19 0.68383 -5.74242 5.07087  0.262
H20 -0.20180 -6.95572 4.28030  0.062
H21 3.01344 -7.26046 2.78054  0.314
H22 2.73525 -7.06841 4.43666  0.597
H23 1.00769 -8.73366 2.64432  0.266
H24 2.29160 -9.38227 3.70385  0.440
H25 0.77781 -8.59430 4.38975  0.265
H26 2.55771 -4.58506 4.04981  0.393
H27 1.17897 -4.04324 2.87327  -0.437
H28 2.61617 -4.81557 0.95242  -0.012
H29 3.85505 -5.31703 2.10027  0.363
H30 3.46283 -3.62178 1.91371  0.447
C13 -6.76175 -2.52060 -0.11390  -1.225
C14 -6.17158 -2.14356 1.21106  -0.655
N3 -4.90115 -1.51898 1.03434  1.763
C15 -4.26008 -1.27783 2.34335  0.099
C16 -4.07110 -2.48083 3.30088  -0.818
C17 -4.94260 -0.28184 0.26030  -1.186
C18 -3.55276 0.27254 -0.24690  2.217
H31 -7.62810 -3.13412 0.08726  0.546
H32 -6.05953 -3.15439 -0.70048  0.005
H33 -7.12213 -1.74240 -0.82020  0.296
H34 -7.02327 -1.63756 1.80234  0.238
H35 -5.95941 -3.03941 1.78785  0.427
H36 -3.28659 -0.83644 2.12443  -0.381
H37 -4.89143 -0.56622 2.95675  0.150
H38 -3.29205 -2.26242 4.07860  -0.031
H39 -5.06604 -2.71527 3.71011  0.461
H40 -3.74078 -3.38703 2.75331  0.058
H41 -5.47839 0.51619 0.79601  0.214
H42 -5.52542 -0.52198 -0.61756  0.284
H43 -2.99096 -0.42457 -0.83337  -0.365
H44 -2.95337 0.57673 0.64222  -1.252
H45 -3.73728 1.14436 -0.87620  -0.881
C19 5.76615 -2.72106 -0.61296  -1.178
C20 6.34491 -1.46075 -1.29158  -0.193
N4 6.46492 -0.33770 -0.37556  0.427
C21 6.71787 0.91701 -1.07403  0.353
C22 7.07607 2.07711 -0.16434  -2.010
C23 7.39536 -0.65302 0.66471  -0.792
C24 8.78574 -0.92319 0.17577  -1.233
H46 4.76315 -2.41636 -0.22575  0.207
H47 6.36254 -3.22082 0.26578  0.249
H48 5.51777 -3.49359 -1.35573  0.401
H49 7.25663 -1.64928 -1.81688  0.692
H50 5.59807 -1.19322 -2.07574  -0.385
H51 5.81368 1.14835 -1.70187  -0.481
H52 7.45815 0.83324 -1.85389  0.535
H53 7.96551 1.89434 0.32919  0.546
H54 6.33164 2.19555 0.60561  0.395
H55 7.14899 2.83612 -0.91850  0.470
H56 7.34373 0.17036 1.44458  0.525
H57 7.03087 -1.54672 1.20091  0.479
H58 8.91898 -1.91091 -0.29312  0.310
H59 9.14446 -0.10765 -0.48710  0.247
H60 9.41044 -0.86150 1.05614  0.456
C25 3.56677 2.63098 -2.95738  0.762
C26 2.92928 2.24042 -4.30843  -0.797
N5 3.49047 1.01534 -4.86236  0.358
C27 3.23669 -0.11805 -3.94995  2.217
C28 3.76332 -1.49575 -4.34633  -1.277
C29 4.89509 1.11635 -5.31487  0.074
C30 5.11309 2.20664 -6.41181  -1.540
H61 3.43796 1.89410 -2.23623  -0.557
H62 3.09050 3.52284 -2.54932  -0.207
H63 4.59785 2.90181 -3.11569  0.596
H64 1.83681 2.18649 -4.30570  -0.880
H65 3.06164 3.05058 -5.01102  0.690
H66 3.80131 0.05064 -2.99290  -1.059
H67 2.19466 -0.11649 -3.74570  -0.818
H68 4.81386 -1.57102 -4.40016  0.650
H69 3.41855 -2.20329 -3.54605  -0.110
H70 3.34668 -1.96346 -5.23614  0.403
H71 5.16795 0.11820 -5.72345  0.441
H72 5.52506 1.31211 -4.43454  -0.028
H73 6.12580 2.34708 -6.75092  0.421
H74 4.75715 3.17131 -6.10655  0.342
H75 4.35992 2.03771 -7.18637  0.369
C31 3.87849 5.15667 -0.18473  -0.434
C32 4.67511 5.58696 1.05448  -0.975
N6 4.23431 6.88176 1.68291  0.587
C33 4.55268 8.09812 0.87387  -0.219
C34 3.94969 9.37213 1.30686  -1.367
C35 4.96284 7.02509 2.95602  -0.388
C36 4.87150 5.89388 3.96661  -1.258
H76 4.09376 5.85463 -1.01208  0.331
H77 2.82801 5.29730 0.09371  0.058
H78 4.18916 4.17987 -0.47589  0.082
H79 4.45334 4.89622 1.89217  0.249
H80 5.81266 5.60499 0.93887  0.350
H81 5.66645 8.18449 0.78057  0.366
H82 4.12773 7.79423 -0.11930  0.163
H83 4.30148 9.74367 2.26085  0.378
H84 4.22865 10.24694 0.64623  0.389
H85 2.88392 9.25079 1.24222  0.243
H86 4.57840 7.88353 3.50344  0.286
H87 6.07578 7.20515 2.66944  0.315
H88 5.40050 4.97727 3.64717  0.352
H89 3.83281 5.64931 4.15221  0.083
H90 5.33994 6.10868 4.92920  0.461
C37 -4.31220 2.42196 3.06862  -1.179
C38 -3.94805 3.59027 2.14326  0.246
N7 -4.51160 3.55975 0.77003  1.522
C39 -5.91272 3.64605 0.69275  -0.923
C40 -6.45969 5.06979 0.78072  -1.605
C41 -3.72924 4.33993 -0.16123  0.594
C42 -4.15671 4.07054 -1.54017  -0.582
H91 -5.24041 2.65609 3.59690  0.504
H92 -3.58058 2.37741 3.86074  0.240
H93 -4.37054 1.48713 2.60570  -0.010
H94 -4.30585 4.50132 2.59180  0.374
H95 -2.89617 3.76526 1.95436  -0.532
H96 -6.25809 3.16136 -0.26513  0.363
H97 -6.38923 3.07378 1.56145  0.576
H98 -7.55174 4.93511 0.73025  0.451
H99 -6.20601 5.40251 1.76142  0.328
H100 -6.06521 5.70879 0.05417  0.313
H101 -2.65767 4.10763 -0.00715  -0.816
H102 -3.81313 5.45916 -0.10170  0.302
H103 -5.20561 4.35018 -1.72436  0.434
H104 -4.08048 3.04290 -1.90239  -0.082
H105 -3.59263 4.74716 -2.16154  -0.268
C43 1.25496 4.25396 3.14533  0.638
C44 -0.18588 4.69584 3.21517  -0.658
N8 -0.47439 5.81460 4.09538  0.718
C45 -0.38998 5.54183 5.54851  -0.365
C46 -1.57825 4.74689 5.98355  -1.093
C47 0.07339 7.06346 3.74902  -0.297
C48 -0.84271 8.26083 3.96300  -1.567
H106 1.32611 3.33000 2.55486  -0.443
H107 1.78463 4.19142 4.07466  0.186
H108 1.81498 5.00548 2.52578  -0.108
H109 -0.47148 4.96735 2.21236  0.158
H110 -0.76863 3.82756 3.44665  -0.163
H111 -0.39282 6.49146 6.14609  0.480
H112 0.56147 4.97882 5.70484  0.183
H113 -1.61147 3.78671 5.42754  -0.060
H114 -2.40268 5.35706 5.79645  0.414
H115 -1.45121 4.44524 7.03801  0.398
H116 0.95740 7.40089 4.38689  0.109
H117 0.35367 7.01191 2.70576  0.416
H118 -0.32945 9.18933 3.58887  0.425
H119 -1.73825 8.22974 3.33687  0.321
H120 -1.12156 8.47243 4.98012  0.350
C49 1.47336 5.95741 -4.57996  -1.894
C50 0.78174 5.71427 -3.27769  1.151
N9 -0.57040 6.26035 -3.31216  0.071
C51 -1.16491 6.18708 -1.99059  0.603
C52 -0.62435 7.16264 -1.04499  -1.824
C53 -1.48791 5.62789 -4.28538  0.435
C54 -2.81533 6.31489 -4.55589  -1.477
H121 1.43324 6.96577 -5.03674  0.321
H122 1.19378 5.27617 -5.35695  0.422
H123 2.52771 5.77436 -4.49187  0.525
H124 0.83226 4.61474 -3.02451  -0.579
H125 1.27416 6.19038 -2.42322  0.011
H126 -2.23545 6.41708 -2.08644  0.017
H127 -1.02532 5.19794 -1.48193  -0.092
H128 0.46148 7.12293 -0.80593  0.174
H129 -0.73911 8.18186 -1.42114  0.399
H130 -1.07186 7.00191 -0.06402  0.424
H131 -1.64685 4.57029 -3.94831  -0.302
H132 -0.96611 5.50446 -5.25750  0.439
H133 -3.55491 5.51915 -4.70038  0.387
H134 -2.87000 7.08143 -5.33017  0.334
H135 -3.18422 6.71380 -3.60356  0.325
C55 -0.29625 -1.90455 0.72649  0.630
C56 -0.24395 -0.50413 1.18426  -0.512
N10 0.17747 0.50588 0.16883  1.730
C57 1.40969 0.25386 -0.56412  1.391
C58 2.68283 0.51444 0.18548  -0.691
C59 -0.03507 1.83815 0.65101  0.143
C60 0.24199 2.99188 -0.31699  0.546
H136 0.68437 -2.32393 0.54076  0.030
H137 -1.01018 -2.08059 -0.08237  -0.699
H138 -0.63854 -2.57379 1.51243  -0.026
H139 -1.26215 -0.19734 1.49028  0.045
H140 0.50112 -0.49968 2.02699  -0.209
H141 1.35808 -0.78386 -0.90972  -0.435
H142 1.44883 0.84892 -1.49729  -0.467
H143 2.71745 1.49584 0.61672  -0.089
H144 2.77617 -0.19148 1.06371  0.095
H145 3.56557 0.37361 -0.44647  -0.375
H146 0.46532 1.95460 1.62039  -0.214
H147 -1.07938 1.82319 1.00120  -0.538
H148 -0.14190 2.86040 -1.31291  -0.505
H149 1.34817 2.98658 -0.40885  -0.381
H150 -0.13978 3.86471 0.20021  0.226
C61 -2.53838 -2.60301 -6.78238  -1.476
C62 -3.08992 -3.21832 -5.52088  0.365
N11 -4.32136 -2.56932 -4.98238  1.053
C63 -5.46814 -2.54553 -5.92860  -0.527
C64 -6.01324 -3.90725 -6.30046  -1.344
C65 -4.01415 -1.26149 -4.44431  0.276
C66 -5.08997 -0.68386 -3.47784  -1.093
H151 -3.28846 -2.61651 -7.56318  0.351
H152 -1.62511 -2.95575 -7.20700  0.484
H153 -2.25928 -1.53682 -6.57930  0.180
H154 -3.37581 -4.29736 -5.70615  0.498
H155 -2.38067 -3.26278 -4.68655  -0.651
H156 -6.32177 -2.04717 -5.38059  0.303
H157 -5.28732 -1.86207 -6.79265  0.435
H158 -6.17749 -4.41293 -5.31699  0.224
H159 -6.92892 -3.84624 -6.90516  0.424
H160 -5.22743 -4.45509 -6.83764  0.292
H161 -3.82184 -0.44725 -5.23947  0.411
H162 -3.12694 -1.35656 -3.87038  -0.717
H163 -5.59975 -1.39346 -2.79171  0.303
H164 -5.92845 -0.26694 -4.00696  0.568
H165 -4.60678 0.10192 -2.88438  -0.179
C67 -2.35595 -8.45793 1.35247  0.694
O1 -1.83034 -8.97775 0.38192  -0.715
N12 -2.68672 -9.14176 2.48189  0.209
C68 -2.70780 -10.59151 2.58536  -1.014
C69 -3.25715 -8.35011 3.54063  -0.881
H166 -2.56130 -7.35926 1.49103  -0.216
H167 -3.68059 -10.97985 2.27665  0.281
H168 -2.52751 -10.79605 3.66246  0.344
H169 -1.88398 -10.98172 1.97655  0.314
H170 -4.28518 -8.55316 3.87778  0.347
H171 -2.68465 -8.39999 4.45190  0.342
H172 -3.28323 -7.33623 3.22032  0.198
C70 1.76800 -3.47761 -2.16360  -0.274
O2 2.32646 -3.20112 -1.11878  -0.300
N13 2.07382 -4.52848 -2.97768  1.058
C71 1.60562 -4.62691 -4.33992  -0.927
C72 3.13850 -5.45980 -2.64461  -1.461
H173 1.02339 -2.82125 -2.57439  0.145
H174 1.10164 -3.69381 -4.62752  0.018
H175 1.01356 -5.54149 -4.52596  0.288
H176 2.49628 -4.76808 -4.94916  0.347
H177 2.98204 -6.47745 -2.89351  0.409
H178 3.99984 -5.17127 -3.19360  0.483
H179 3.30205 -5.42681 -1.59482  0.254
C73 -3.45046 -4.89218 0.09248  -0.170
O3 -3.63988 -5.80268 0.93209  -0.829
N14 -3.58987 -4.98055 -1.28304  1.296
C74 -3.51630 -3.85465 -2.16547  -1.375
C75 -4.06938 -6.21250 -1.81128  -1.256
H180 -3.26644 -3.90283 0.43919  0.594
H181 -3.46590 -2.96651 -1.54196  -0.662
H182 -4.31699 -3.64703 -2.79561  1.001
H183 -2.67045 -3.95122 -2.87690  0.460
H184 -5.19093 -6.14872 -1.76467  0.303
H185 -3.80803 -6.24697 -2.87767  0.346
H186 -3.83743 -7.11331 -1.24598  0.180
C76 1.62196 -7.12594 -0.27657  -0.127
O4 2.19943 -8.11139 -0.69624  -0.699
N15 0.56600 -6.50762 -0.87331  0.722
C77 -0.15900 -7.05921 -2.00935  -0.803
C78 -0.16980 -5.53462 -0.06375  0.955
H187 1.87970 -6.64858 0.72081  0.476
H188 -0.27381 -6.32254 -2.77834  0.033
H189 -1.20098 -7.31229 -1.70743  -0.029
H190 0.39486 -7.92600 -2.31251  0.516
H191 0.52207 -5.15311 0.69106  -0.954
H192 -0.45379 -4.74854 -0.75661  -0.156
H193 -1.01750 -6.04276 0.42363  -0.150
C79 -0.79891 -0.66579 -3.28748  0.029
O5 -0.43070 -1.78336 -3.56300  -0.695
N16 -0.68458 0.32012 -4.14482  1.176
C80 -1.36328 1.60086 -3.83679  -0.520
C81 -0.03880 0.19288 -5.47998  -1.167
H194 -1.27405 -0.45614 -2.31701  0.317
H195 -1.90216 2.01518 -4.64472  0.775
H196 -0.57026 2.35705 -3.48151  -0.451
H197 -2.05442 1.37365 -2.99816  -0.105
H198 0.98903 0.50728 -5.52566  0.109
H199 -0.07221 -0.89746 -5.70151  0.135
H200 -0.66327 0.75614 -6.14362  0.498

The value obtained for the energy above the lowest of the compared OMol25 structures with the same formula, charge and spin is 102.33 kJ/mol. The calculation puts the LUMO energy at 0.5 eV. For the orbital gap, the calculation gives 8.42 eV. The calculation puts the electronic energy at -121313.2033 eV.